Formula: C7H9NO2
Source: OMol25
Level of theory: the ωB97M-V functional and the def2-TZVPD basis

Last column: Löwdin charge in e.
CARTESIAN COORDINATES (ANGSTROEM)
1 C -1.607 2.314 -0.317  0.044
2 C -0.312 2.413 0.091  -0.161
3 C 1.474 -0.644 1.641  -0.232
4 C 0.197 -1.757 -1.019  -0.224
5 C 0.619 -0.230 0.700  -0.113
6 C 0.293 1.957 1.222  -0.244
7 C -0.807 -2.288 -1.963  -0.111
8 N -0.105 -0.685 -0.336  0.044
9 O 2.055 -0.006 2.649  0.013
10 O 0.738 2.338 2.234  0.127
11 H -1.954 2.205 -1.297  0.037
12 H -2.467 2.265 0.311  0.053
13 H 0.403 2.475 -0.748  0.134
14 H 1.475 -1.786 1.790  0.143
15 H 1.057 -2.336 -0.833  0.098
16 H -0.214 -2.517 -2.900  0.075
17 H -1.680 -1.414 -2.143  0.140
18 H -1.226 -3.268 -1.555  0.088
19 H 2.062 0.964 2.472  0.090

Output
- E_HOMO (alpha / beta) (eV) = -7.78 / -7.78
- relative energy (zero: lowest compared OMol25 entry of this formula, charge and spin) (eV) = 6.478
- net charge = 0
- F_max (eV/Å) = 5.5
- E (hartree) = -477.15384
- molar mass (g mol⁻¹) = 139.15
- LUMO energy (alpha / beta) (eV) = 0.19 / 0.19